Entry 1:
C6H7LiO6Sn as an isolated structure. Source: OMol25; level of theory: ωB97M-V with the def2-TZVPD basis set.

Calculated values
- ΔE to the lowest compared entry with this formula, charge and spin: 3.017 eV
- Charge: +1
- Kohn-Sham gap (spin up / spin down): 5.98 / 8.52 eV
- Multiplicity: 2
- DFT total energy: -24645.626 eV
- LUMO (spin up / spin down): -4.25 / -4.27 eV

Each line ends with the Mulliken spin population.
Element x y z (Å)
Sn  1.99721  2.44982  -0.59101  0.98
O  -2.46673  1.01243  0.45600  0.00
O  -4.04681  -0.63620  0.35120  0.00
O  -4.46883  1.39386  -0.43297  0.00
O  0.37422  1.28275  -0.60137  -0.02
O  1.03018  -1.02141  -0.70466  0.00
O  2.30090  0.52825  0.32721  -0.03
C  3.18675  -0.54034  -0.06010  0.01
C  -1.54943  0.12086  0.89345  0.03
C  -3.73054  0.52894  0.06147  0.00
C  0.98663  0.16894  -0.05402  -0.05
C  -0.13886  0.51033  0.83016  0.04
C  2.37670  -1.24753  -1.13622  0.03
Li  -5.77021  -0.13670  -0.58266  0.00
H  4.12083  -0.10271  -0.42567  0.00
H  3.37683  -1.17727  0.81258  0.00
H  0.07523  1.26095  1.60296  0.00
H  -1.88972  -0.31985  1.84293  0.00
H  -0.84190  -0.94693  0.71507  0.00
H  2.52925  -0.80126  -2.12875  0.00
H  2.54828  -2.32694  -1.17558  0.00

Entry 2:
C18H21BF4IrN2O3P as an isolated structure. Source: OMol25; level of theory: ωB97M-V with the def2-TZVPD basis set.

Calculated values
- ΔE to the lowest compared entry with this formula, charge and spin: 0.860 eV
- Charge: 0
- Kohn-Sham gap (spin up / spin down): 6.42 / 5.51 eV
- Multiplicity: 5
- DFT total energy: -51803.759 eV
- LUMO (spin up / spin down): -0.40 / -3.76 eV

Each line ends with the Mulliken spin population.
Element x y z (Å)
Ir  0.02965  0.56899  -0.29030  1.28
P  -2.23020  0.52318  0.00395  -0.03
F  -5.52012  -2.82975  1.16501  0.00
F  -4.76577  -4.92022  0.82395  0.00
F  -5.12993  -3.35427  -0.93905  0.00
F  -3.27460  -3.24026  0.49763  0.00
O  0.53642  2.52701  0.04336  0.07
O  -0.56140  -3.91072  -0.17585  0.17
O  -0.16503  -1.42219  -0.33151  0.24
N  2.43889  1.79713  -1.05501  0.18
N  1.91547  0.60383  -0.75852  0.36
C  3.59948  4.35103  -0.59590  0.05
C  0.73487  -3.57449  -0.39988  0.21
C  1.89174  6.40719  0.27143  -0.02
C  -0.96837  -5.03520  0.57132  0.00
C  -3.31527  -0.62699  -0.89603  0.00
C  -2.59234  -0.07326  1.69421  0.02
C  3.28918  6.62122  0.13703  0.04
C  0.96857  -2.14646  -0.32338  0.35
C  1.70644  2.78440  -0.47122  0.07
C  1.74603  -4.50122  -0.59748  0.22
C  3.09144  -4.13658  -0.38178  0.04
C  2.74175  -0.40670  -0.41985  0.51
C  -2.74042  2.28477  -0.16969  0.01
C  2.23103  4.09398  -0.34772  -0.01
C  2.34952  -1.76222  -0.28985  -0.12
C  3.31373  -2.77593  -0.13220  0.29
C  1.36336  5.12813  0.06893  0.03
C  4.14455  5.60084  -0.20026  -0.02
B  -4.69001  -3.57912  0.34489  0.00
H  -2.40850  -1.15290  1.73285  0.00
H  3.67511  7.61665  0.29048  0.00
H  -0.56760  -5.99295  0.20706  0.01
H  3.79833  -0.18945  -0.22904  0.03
H  5.24435  5.68173  -0.09829  0.00
H  1.19551  7.21658  0.47641  0.00
H  -2.19276  2.74456  0.67732  0.00
H  -3.85328  2.32039  -0.11699  0.00
H  -2.08871  -4.98292  0.54596  0.00
H  0.30271  4.93670  0.19096  0.00
H  -2.90588  -0.68650  -1.92895  0.00
H  -2.26795  2.69253  -1.10025  0.00
H  4.19805  3.47028  -0.85957  0.00
H  -1.97202  0.46998  2.40837  0.00
H  1.52033  -5.56476  -0.76694  0.02
H  -0.81784  -4.91569  1.66689  0.01
H  -4.24960  -0.04432  -0.92205  0.00
H  -3.64999  0.11116  1.89503  0.00
H  3.99431  -4.81250  -0.44071  0.00
H  4.29876  -2.32009  -0.07942  0.01
H  -3.39196  -1.59456  -0.39531  0.00

Entry 3:
An isolated molecule of C7H18N2O2. Source: OMol25; level of theory: ωB97M-V with the def2-TZVPD basis set.

Calculated values
- ΔE to the lowest compared entry with this formula, charge and spin: 1.055 eV
- Charge: 0
- Kohn-Sham gap: 9.66 eV
- DFT total energy: -14623.385 eV
- LUMO: 0.85 eV

Each line ends with the Mulliken charge.
Element x y z (Å)
O  -0.05748  -1.65120  1.45752  -0.61
O  -2.66545  -1.50491  0.57843  -0.61
N  -0.83583  1.17570  1.12925  -0.68
N  -0.87675  0.19830  0.19056  0.97
C  1.56160  -0.12133  0.31649  0.69
C  2.75842  -0.85085  1.02043  -1.51
C  0.20676  -0.80464  0.35900  -0.22
C  -2.30022  -0.65580  -1.63328  -1.22
C  1.80430  0.17293  -1.13478  -1.00
C  -0.94834  2.54424  0.68555  -0.72
C  -2.22343  -0.33676  -0.16391  -0.22
H  -1.72315  -1.61268  -1.81226  0.26
H  -3.31355  -0.88208  -1.85198  0.45
H  -2.02205  0.28679  -2.24849  0.23
H  3.62193  -0.27611  0.56357  0.36
H  -1.39801  0.94352  1.95020  0.22
H  2.83664  -1.85931  0.67860  0.38
H  0.02602  -1.37686  -0.66174  0.12
H  -1.82302  -1.93424  0.77626  0.43
H  2.74055  -0.93539  2.20260  0.30
H  2.90143  0.35244  -1.43128  0.37
H  1.66520  0.80581  0.82398  0.13
H  -0.71297  3.28660  1.41958  0.30
H  0.40099  -1.25112  2.17105  0.37
H  -1.98677  2.83571  0.34910  0.23
H  1.35180  -0.66891  -1.72479  0.24
H  -3.05377  0.38441  0.04744  0.36
H  1.21994  1.13678  -1.40689  0.17
H  -0.20975  2.45141  -0.07756  0.21

Entry 4:
C6H10N2 as an isolated structure. Source: OMol25; level of theory: ωB97M-V with the def2-TZVPD basis set.

Calculated values
- ΔE to the lowest compared entry with this formula, charge and spin: 4.701 eV
- Charge: 0
- Kohn-Sham gap: 8.91 eV
- DFT total energy: -9359.736 eV
- LUMO: 1.03 eV

Each line ends with the Mulliken charge.
Element x y z (Å)
N  -1.63938  -1.20132  -0.04336  -0.53
N  -0.07163  1.02144  -0.15659  -0.34
C  -1.49448  1.41826  -0.01664  -0.72
C  1.76953  0.12362  0.72548  -0.66
C  0.23532  0.02558  0.94610  -0.24
C  1.85663  -0.09712  -0.59175  -0.79
C  -0.17419  -1.14706  0.08302  0.09
C  0.43441  -0.07019  -0.98686  -0.21
H  2.58586  -0.18056  -1.29836  0.56
H  -2.01616  -1.90469  -0.67089  0.25
H  -0.09848  0.23528  1.97483  0.43
H  -2.05879  -1.57977  0.90359  0.23
H  2.43282  0.29494  1.53801  0.43
H  0.50636  -2.04637  0.19198  0.31
H  -1.57696  2.56376  0.06047  0.25
H  0.16511  0.14320  -2.09189  0.38
H  -1.77982  1.24480  -1.02683  0.28
H  -1.94625  0.97008  0.86259  0.28

Entry 5:
An isolated molecule of C2H6S. Source: OMol25; level of theory: ωB97M-V with the def2-TZVPD basis set.

Calculated values
- ΔE to the lowest compared entry with this formula, charge and spin: 0.306 eV
- Charge: 0
- Kohn-Sham gap: 9.64 eV
- DFT total energy: -13006.088 eV
- LUMO: 1.16 eV

Each line ends with the Mulliken charge.
Element x y z (Å)
S  -0.57980  0.97560  -0.45042  -0.09
C  -0.49781  -0.78956  -1.08775  -0.74
C  0.43033  0.79658  0.98558  -0.90
H  1.42604  0.36237  0.86073  0.31
H  -0.14337  -0.64722  -2.09761  0.29
H  0.27670  -1.30673  -0.53104  0.25
H  -1.46826  -1.23694  -0.93942  0.27
H  -0.07862  0.14378  1.70102  0.31
H  0.63478  1.70212  1.55892  0.30

Entry 6:
A 3-piece molecular cluster, C2H11NO2 overall. Source: OMol25; level of theory: ωB97M-V with the def2-TZVPD basis set.

Calculated values
- ΔE to the lowest compared entry with this formula, charge and spin: 0.866 eV
- Charge: 0
- Kohn-Sham gap: 10.34 eV
- DFT total energy: -7837.060 eV
- LUMO: 0.67 eV

Each line ends with the Mulliken charge.
Element x y z (Å)
O  -0.66591  -0.49377  2.64624  -0.64
O  -3.21402  2.64676  -0.13124  -0.63
N  0.23666  -1.74757  -0.25494  -0.55
C  1.66427  0.27904  -0.56890  -1.08
C  0.77847  -0.74802  -1.24667  -0.25
H  -2.88167  3.42149  0.34102  0.32
H  -0.00622  -0.27976  -1.83892  0.27
H  1.09034  1.00246  0.01364  0.21
H  2.32865  -0.23781  0.10356  0.30
H  0.40609  -2.60764  -0.76335  0.23
H  -0.76938  -1.70001  -0.17295  0.22
H  1.38136  -1.32341  -1.94587  0.32
H  2.21106  0.87230  -1.30795  0.35
H  -2.36392  2.26764  -0.39500  0.31
H  0.17360  -0.09311  2.36540  0.30
H  -0.36937  -1.25857  3.15595  0.32